[1]
A cluster of 2 separate species, C10H14N4 in total at a distorted geometry, computed with ωB97M-V/def2-TZVPD.

Output
Energy above the lowest of the compared OMol25 structures with the same formula, charge and spin = 184.4 kcal per mole
LUMO level (alpha / beta) = -8.83 / -8.83 eV
Orbital gap (alpha / beta) = 5.86 / 5.86 eV
Electronic energy = -16531.437 eV
Highest occupied orbital energy (alpha / beta) = -14.69 / -14.69 eV

```
! wB97M-V def2-TZVPD RIJCOSX def2/J DEFGRID3
* xyz 2 1
C 4.42 11.06 8.78
C 5.70 10.43 8.51
C 3.51 10.31 9.48
C 6.24 9.32 9.10
C 3.86 9.20 10.09
C 5.27 8.63 9.94
C -4.38 -9.15 -8.91
C -1.90 -7.91 -9.50
C -5.83 -7.38 -6.94
C -4.71 -8.32 -6.59
N -3.66 -9.31 -9.97
N -2.45 -8.81 -10.22
N 5.54 7.55 10.56
N -4.10 -8.63 -7.77
H 4.10 12.04 8.36
H 6.11 11.04 7.70
H 2.47 10.56 9.59
H 7.14 8.83 8.75
H 3.14 8.43 10.51
H -5.47 -9.35 -8.98
H -2.06 -7.67 -8.39
H -6.44 -7.13 -6.07
H -5.47 -6.58 -7.58
H -6.35 -8.07 -7.63
H -5.00 -9.24 -6.15
H -3.97 -7.71 -5.93
H -2.06 -9.14 -11.09
H 6.36 6.99 10.37
*
```

Table of Mulliken atomic charges, one value per atom, all in e:
1. C -0.15
2. C -0.39
3. C -0.37
4. C -0.29
5. C -0.05
6. C 0.58
7. C 0.25
8. C 0.05
9. C -0.98
10. C -0.20
11. N -0.53
12. N 0.25
13. N -0.45
14. N -0.28
15. H 0.39
16. H 0.32
17. H 0.38
18. H 0.37
19. H 0.38
20. H 0.33
21. H 0.31
22. H 0.34
23. H 0.34
24. H 0.26
25. H 0.34
26. H 0.22
27. H 0.29
28. H 0.29

=====

[2]
The ion C10H14NO with charge +1 at a distorted geometry, computed with ωB97M-V/def2-TZVPD.

Output
Energy above the lowest of the compared OMol25 structures with the same formula, charge and spin = 126.7 kcal per mole
LUMO level = -2.72 eV
Orbital gap = 10.22 eV
Electronic energy = -14123.189 eV
Highest occupied orbital energy = -12.94 eV

```
! wB97M-V def2-TZVPD RIJCOSX def2/J DEFGRID3
* xyz 1 1
C 0.17 -2.00 -0.52
C 1.58 -1.94 -0.82
C -1.06 1.04 -0.43
C -1.64 -0.91 1.04
C 1.21 -1.69 0.72
C 0.18 0.44 0.23
C -2.25 0.17 0.09
C 2.37 -0.84 -0.22
C -0.27 -1.01 0.46
C 2.32 1.63 -0.05
N 1.50 0.47 -0.45
O -2.86 -0.52 -0.96
H -0.40 -2.90 -0.70
H 2.06 -2.82 -1.22
H -1.19 2.10 -0.20
H -1.01 0.93 -1.52
H -1.62 -0.56 2.07
H -2.21 -1.83 0.97
H 1.43 -2.41 1.49
H 0.33 0.90 1.22
H -2.97 0.78 0.64
H 2.59 1.52 1.00
H 3.24 1.63 -0.64
H 1.78 2.55 -0.21
H 1.36 0.52 -1.46
H -3.51 0.03 -1.40
*
```

Table of Mulliken atomic charges, one value per atom, all in e:
1. C -0.35
2. C -0.22
3. C -1.05
4. C -1.00
5. C -0.47
6. C -0.31
7. C 0.18
8. C -1.03
9. C 0.67
10. C -0.92
11. N 0.38
12. O -0.55
13. H 0.46
14. H 0.44
15. H 0.39
16. H 0.37
17. H 0.36
18. H 0.43
19. H 0.47
20. H 0.38
21. H 0.46
22. H 0.39
23. H 0.38
24. H 0.35
25. H 0.44
26. H 0.35

=====

- The lowest energy above the lowest of the compared OMol25 structures with the same formula, charge and spin belongs to which entry?
  C10H14NO